A 2-piece molecular cluster, C5H13N3 overall. Source: the OMol25 dataset; level of theory: wB97M-V/def2-TZVPD.

CARTESIAN COORDINATES (ANGSTROEM)
C1 0.6926 1.4036 -1.2115
C2 -0.5558 1.0241 -1.4543
N1 -1.0012 -0.2334 -1.8042
C3 -2.2340 -0.3568 -2.5508
H1 1.5562 0.7641 -1.3406
H2 0.8582 2.4135 -0.8676
H3 -1.3589 1.7369 -1.3099
H4 -0.2783 -0.8878 -2.0592
H5 -2.6292 -1.3667 -2.4746
H6 -2.9703 0.3261 -2.1330
H7 -2.1342 -0.1482 -3.6174
C4 -0.3990 -0.6557 2.2108
N2 0.8751 -0.0326 2.5384
C5 1.9682 -0.3159 1.7647
N3 3.1495 -0.3034 2.2292
H8 -1.1855 -0.1781 2.7873
H9 -0.5856 -0.5199 1.1461
H10 -0.3998 -1.7257 2.4246
H11 1.1058 0.0145 3.5217
H12 1.7106 -0.4915 0.7198
H13 3.8157 -0.4670 1.4807

Results
Orbital gap: 9.16 eV
Lowest unoccupied orbital energy: 0.94 eV
Energy above the lowest of the compared OMol25 structures with the same formula, charge and spin: 32.4 kcal per mole
Total energy: -9864.963 eV
Structure (SMILES): [H]/N=C/NC.C=CNC

Results of the Mulliken charge analysis, in e, for atoms 1 through 2: -0.9038, 0.0988

---

A 6-piece molecular cluster, C6H23NO6 overall in a non-equilibrium geometry. Source: the OMol25 dataset; level of theory: wB97M-V/def2-TZVPD.

CARTESIAN COORDINATES (ANGSTROEM)
C1 -0.6041 0.8800 -0.0667
C2 0.2347 1.6647 1.0952
C3 0.4394 3.0896 0.6351
O1 1.5401 3.5918 0.5779
C4 -1.1771 -0.5224 0.4866
N1 -0.2953 -1.6995 0.1620
C5 -0.8013 -2.5434 -0.9158
C6 -1.2619 -1.8866 -2.1704
H1 -1.3394 1.5620 -0.3776
H2 0.1233 0.6847 -0.9094
H3 1.0985 1.0123 1.0695
H4 -0.2948 1.6402 1.9967
H5 -0.5037 3.6630 0.4801
H6 -2.0947 -0.9026 -0.0186
H7 -1.2227 -0.3351 1.5803
H8 0.6857 -1.4898 0.2911
H9 -1.6177 -3.2123 -0.6620
H10 0.2192 -2.9550 -1.2681
H11 -1.5958 -0.8093 -1.9812
H12 -2.0011 -2.5275 -2.6489
H13 -0.4759 -1.7451 -2.9108
H14 -1.7705 2.6130 -2.9336
H15 -0.3434 2.5301 -3.3281
O2 -1.0440 1.9739 -2.9256
H16 -0.1963 0.4176 -3.7523
H17 -1.2444 -0.2320 -4.3596
O3 -0.4325 -0.4407 -4.0199
H18 -1.7553 -2.9264 2.5549
H19 -1.3039 -4.1085 1.8434
O4 -1.2946 -3.7142 2.6946
H20 1.4487 -1.9194 2.9289
H21 1.1701 -1.2818 4.2946
O5 1.6564 -1.1699 3.4946
H22 3.6153 2.0579 0.8579
H23 2.5393 2.2065 1.7261
O6 3.0681 1.4920 1.4295

Results
Orbital gap: 8.33 eV
Lowest unoccupied orbital energy: 0.00 eV
Energy above the lowest of the compared OMol25 structures with the same formula, charge and spin: 109.0 kcal per mole
Total energy: -20366.591 eV
Structure (SMILES): CCNCCCC=O.O.O.O.O.O

Results of the Mulliken charge analysis, in e, for atoms 1 through 2: -0.7644, -0.5604

---

A 2-piece molecular cluster, C5H11N3 overall in a non-equilibrium geometry. Source: the OMol25 dataset; level of theory: wB97M-V/def2-TZVPD.

CARTESIAN COORDINATES (ANGSTROEM)
C1 -1.0973 -0.7845 -0.7401
N1 -0.4382 -3.3916 0.0579
C2 0.5239 -2.3200 0.0377
N2 0.2471 -1.1112 -0.3042
H1 -1.0629 -0.2171 -1.6834
H2 -1.6140 -0.1506 -0.0096
H3 -1.7132 -1.6847 -0.8782
H4 -0.0518 -4.1462 -0.5025
H5 -0.4342 -3.8409 0.9710
H6 1.5329 -2.6420 0.3342
C3 0.7629 2.5226 1.1203
C4 -0.5684 2.3629 1.2572
C5 1.1592 2.0807 -1.0771
N3 1.3744 2.8813 -0.1275
H7 1.4926 2.3448 1.9198
H8 -1.2455 2.6256 0.4250
H9 -1.0016 2.0300 2.2104
H10 1.4376 2.3627 -2.1077
H11 0.6965 1.0781 -0.9031

Results
Orbital gap (spin up / spin down): 8.68 / 4.52 eV
Total charge: +1
Lowest unoccupied orbital energy (spin up / spin down): -4.45 / -8.56 eV
Expectation value of S²: 0.770
Energy above the lowest of the compared OMol25 structures with the same formula, charge and spin: 41.8 kcal per mole
Total energy: -9822.445 eV
Multiplicity: 2

Results of the Mulliken charge analysis, in e, for atoms 1 through 2: -0.9343, -0.6176

---

C43H46BrClN5NbO2Sb as an isolated structure in a non-equilibrium geometry. Source: the OMol25 dataset; level of theory: wB97M-V/def2-TZVPD.

CARTESIAN COORDINATES (ANGSTROEM)
Nb1 -1.0400 -0.5357 1.1473
Cl1 0.7328 3.2777 6.8859
C1 0.3142 2.0796 5.7358
C2 1.0043 0.8614 5.6970
C3 0.6611 -0.1075 4.7786
C4 -0.3494 0.1066 3.8320
O1 -0.6510 -0.7889 2.9199
C5 -1.0677 1.3457 3.8755
C6 -2.2231 1.5785 3.0689
N1 -2.5010 0.8971 2.0050
C7 -3.7241 0.9480 1.3527
C8 -4.6441 1.9806 1.3835
C9 -5.8860 1.8407 0.7518
C10 -6.2248 0.6705 0.1249
C11 -5.3083 -0.4015 0.0596
C12 -5.6112 -1.6389 -0.5419
C13 -4.6480 -2.6193 -0.5707
C14 -3.3824 -2.3449 -0.0503
N2 -3.0505 -1.2042 0.5431
C15 -4.0207 -0.2440 0.6396
C16 -0.7261 2.2962 4.8520
H1 1.8044 0.6807 6.4010
H2 1.1898 -1.0508 4.7698
H3 -2.9270 2.3285 3.4347
H4 -4.4124 2.9061 1.8913
H5 -6.5869 2.6618 0.7868
H6 -7.1974 0.5447 -0.3258
H7 -6.5885 -1.7988 -0.9729
H8 -4.8535 -3.5908 -0.9992
H9 -2.5969 -3.0896 -0.1238
H10 -1.2750 3.2240 4.9000
Br1 5.6723 8.9736 -5.4035
C17 4.3505 7.9617 -4.5436
C18 4.2298 6.5907 -4.8273
C19 3.2827 5.8358 -4.1895
C20 2.4364 6.4389 -3.2215
C21 2.5467 7.8306 -2.9692
C22 3.4923 8.5756 -3.6207
N3 1.6209 5.7675 -2.4085
N4 1.2381 4.6009 -2.4339
C23 1.0002 3.6779 -1.5384
C24 1.9403 3.4767 -0.4838
C25 1.8120 2.4592 0.4141
C26 0.7289 1.5595 0.3155
O2 0.4796 0.5833 1.1418
C27 -0.2050 1.6961 -0.7385
N5 -1.2053 0.7641 -0.7375
C28 -2.1298 0.8863 -1.7047
C29 -2.1140 1.8911 -2.6531
C30 -1.1027 2.8473 -2.6420
C31 -0.1022 2.7518 -1.6834
H11 4.9017 6.1404 -5.5438
H12 3.1802 4.7769 -4.3894
H13 1.8893 8.2806 -2.2387
H14 3.5987 9.6315 -3.4214
H15 2.7636 4.1719 -0.4105
H16 2.5221 2.3423 1.2217
H17 -2.9144 0.1369 -1.7358
H18 -2.8903 1.9241 -3.4036
H19 -1.0982 3.6495 -3.3641
C32 -1.3998 -4.9619 1.3371
C33 0.1017 -4.7339 1.3588
C34 0.5510 -4.4920 2.7890
C35 0.8387 -5.8893 0.7151
Sb1 0.5189 -2.7730 0.2134
C36 0.3857 -3.1174 -2.0580
C37 -0.7862 -4.0334 -2.3726
C38 0.1614 -1.7320 -2.6492
C39 1.6648 -3.7519 -2.5705
C40 2.6650 -2.1489 0.7222
C41 2.6392 -1.5609 2.1226
C42 3.5864 -3.3507 0.6526
C43 3.0881 -1.0863 -0.2785
H20 -1.6276 -5.8502 1.9329
H21 -1.7681 -5.1517 0.3277
H22 -1.9320 -4.1175 1.7905
H23 0.2470 -5.3399 3.4059
H24 0.0843 -3.5929 3.2051
H25 1.6352 -4.4165 2.8614
H26 0.7117 -6.7771 1.3384
H27 1.9052 -5.6979 0.6237
H28 0.4408 -6.1211 -0.2723
H29 -1.7452 -3.6168 -2.0588
H30 -0.6480 -5.0153 -1.9218
H31 -0.8357 -4.1840 -3.4548
H32 -0.8365 -1.3563 -2.3987
H33 0.2376 -1.7813 -3.7367
H34 0.9091 -1.0164 -2.2943
H35 1.9127 -4.6525 -2.0106
H36 2.5076 -3.0643 -2.5457
H37 1.5237 -4.0561 -3.6094
H38 2.3298 -2.2944 2.8663
H39 1.9891 -0.6868 2.1864
H40 3.6496 -1.2408 2.3846
H41 3.3268 -4.0986 1.3988
H42 4.6082 -3.0286 0.8598
H43 3.5784 -3.8123 -0.3336
H44 2.3826 -0.2514 -0.3085
H45 3.2048 -1.4989 -1.2814
H46 4.0591 -0.6852 0.0243

Results
Orbital gap (spin up / spin down): 4.77 / 4.77 eV
Total charge: +3
Lowest unoccupied orbital energy (spin up / spin down): -9.41 / -9.42 eV
Energy above the lowest of the compared OMol25 structures with the same formula, charge and spin: 0.0 kcal per mole
Total energy: -147512.622 eV

Results of the Mulliken charge analysis, in e, for atoms 1 through 2: -1.2513, -0.1462

---

C23H31BrMnN6O4 as an isolated structure in a non-equilibrium geometry. Source: the OMol25 dataset; level of theory: wB97M-V/def2-TZVPD.

CARTESIAN COORDINATES (ANGSTROEM)
Mn1 1.9185 -0.0221 -0.5483
O1 2.2669 -3.2356 2.4977
C1 1.1082 -2.9516 3.1276
C2 0.5538 -3.9243 3.9542
C3 -0.6464 -3.6930 4.6045
C4 -1.3167 -2.4898 4.4290
C5 -0.7528 -1.5167 3.6131
C6 0.4627 -1.7156 2.9662
C7 1.1647 -0.6476 2.1450
O2 1.8623 -1.1600 1.0904
N1 0.1648 0.3333 1.6413
N2 0.6561 1.1375 0.6768
C8 0.0593 2.2305 0.4152
C9 0.4057 3.0666 -0.7467
Br1 1.6056 2.2953 -1.9868
C10 -0.1183 4.2462 -1.0530
C11 -0.9567 5.0950 -0.1695
C12 -1.9320 5.9037 -0.7503
C13 -2.7264 6.7314 0.0284
C14 -2.5380 6.7822 1.4029
C15 -1.5527 6.0019 1.9904
C16 -0.7699 5.1617 1.2100
H1 2.3628 -2.5438 1.7935
H2 1.0839 -4.8622 4.0626
H3 -1.0662 -4.4608 5.2433
H4 -2.2632 -2.3072 4.9204
H5 -1.2930 -0.5849 3.4901
H6 1.8452 -0.0983 2.8274
H7 -0.3621 0.8273 2.3535
H8 -0.7868 2.5510 1.0197
H9 0.0783 4.6356 -2.0460
H10 -2.0719 5.8739 -1.8252
H11 -3.4894 7.3408 -0.4388
H12 -3.1428 7.4428 2.0106
H13 -1.3764 6.0619 3.0568
H14 0.0238 4.5889 1.6729
N3 3.7816 0.7288 0.6483
N4 4.8398 0.6896 -0.2802
C17 4.6859 -0.1958 -1.3669
O3 5.6688 -0.4847 -2.0240
O4 3.4720 -0.5839 -1.5505
H15 3.8106 1.6126 1.1387
H16 3.8315 -0.0409 1.3111
H17 5.7786 0.7113 0.0885
C18 0.4087 -4.2442 -2.4908
C19 -0.0042 -3.1944 -3.5193
N5 -0.9349 -2.1919 -3.0029
C20 -2.3371 -2.3115 -3.3897
C21 -3.1167 -3.3242 -2.5618
C22 -0.4950 -1.2502 -2.1257
C23 -1.5068 -0.3128 -1.5322
N6 0.7450 -1.1216 -1.7964
H18 1.1761 -4.8967 -2.9099
H19 -0.4438 -4.8597 -2.2014
H20 0.8123 -3.7875 -1.5869
H21 -0.4982 -3.6779 -4.3611
H22 0.8755 -2.6898 -3.9272
H23 -2.3594 -2.6030 -4.4408
H24 -2.8083 -1.3334 -3.3338
H25 -2.7316 -4.3341 -2.7105
H26 -4.1692 -3.3201 -2.8522
H27 -3.0526 -3.0924 -1.4972
H28 -1.8150 0.4311 -2.2702
H29 -1.0476 0.1942 -0.6942
H30 -2.3932 -0.8378 -1.1787
H31 1.3663 -1.7736 -2.2606

Results
Orbital gap (spin up / spin down): 7.25 / 6.84 eV
Lowest unoccupied orbital energy (spin up / spin down): -0.53 / -0.52 eV
Expectation value of S²: 1.025
Energy above the lowest of the compared OMol25 structures with the same formula, charge and spin: 18.7 kcal per mole
Total energy: -142846.663 eV
Multiplicity: 2

Results of the Mulliken charge analysis, in e, for atoms 1 through 2: 0.4062, -0.7481